Version A
Below is 7 unconnected molecules or ions with the total composition C4H19NO6, with properties calculated with the ωB97M-V functional and the def2-TZVPD basis.

Values from the calculation:
E_LUMO   0.38 eV
SMILES string   C=N/C=C/C.O.O.O.O.O.O
HOMO level   -9.15 eV

Each line ends with the Mulliken charge.
Positions of all 30 atoms, in Å:
C  -0.1849  1.8880  -2.5305  -0.324
N  0.0243  1.0294  -1.6370  -0.150
C  1.3157  0.7971  -1.0850  -0.465
C  1.7413  1.4929  -0.0210  -0.165
C  3.0451  1.1907  0.6503  -0.948
H  0.5552  2.5427  -3.0011  0.266
H  -1.1115  2.0996  -3.0678  0.151
H  1.7876  -0.0550  -1.5171  0.508
H  1.1084  2.3632  0.1985  0.356
H  3.1684  0.1061  0.8371  0.103
H  3.0349  1.5733  1.6953  0.315
H  3.7473  1.7243  0.0464  0.355
O  -3.1514  1.1006  1.7018  -0.640
H  -3.6385  0.4316  1.1731  0.315
H  -2.8339  1.5742  0.9198  0.325
O  -0.8876  -1.6247  -1.1741  -0.769
H  -0.1099  -1.4528  -1.7538  0.376
H  -0.5095  -0.9962  -0.5280  0.374
O  1.7274  -1.1849  1.8521  -0.611
H  1.2490  -1.5575  1.1089  0.348
H  2.6075  -1.5772  1.8551  0.269
O  -2.8884  0.3794  -1.3572  -0.626
H  -2.6613  1.0753  -1.9840  0.230
H  -2.2244  -0.3506  -1.3786  0.414
O  1.4043  -3.0676  -0.4259  -0.651
H  1.0227  -3.6130  0.2675  0.332
H  0.6587  -3.0695  -1.0481  0.329
O  -1.1877  -0.6373  3.0650  -0.628
H  -0.2455  -0.4708  3.1491  0.291
H  -1.5527  0.2463  2.9763  0.321

Version B
Below is 6 unconnected molecules or ions with the total composition C4H19NO6, with properties calculated with the ωB97M-V functional and the def2-TZVPD basis.

Values from the calculation:
E_LUMO   0.28 eV
SMILES string   CC(C)C(N)=O.O.O.O.O.O
HOMO level   -9.95 eV

Each line ends with the Mulliken charge.
Positions of all 30 atoms, in Å:
C  1.1384  0.6018  0.8733  -1.349
C  1.9757  -0.1422  -0.1604  1.037
C  2.4218  -1.5234  0.3318  -1.635
C  1.1220  -0.2354  -1.4142  0.102
N  0.3903  -1.3485  -1.6402  -0.290
O  1.0632  0.7118  -2.1894  -0.696
H  1.2692  1.6866  0.7846  0.331
H  0.0605  0.5079  0.8000  0.237
H  1.4513  0.3940  1.8994  0.365
H  2.8465  0.4298  -0.4545  0.300
H  3.3922  -1.4311  0.8187  0.399
H  2.6100  -2.2390  -0.4655  0.402
H  1.7540  -2.0507  1.0135  0.354
H  0.2518  -2.0837  -0.9575  0.238
H  -0.2183  -1.3013  -2.4415  0.241
O  -2.5900  -1.3144  1.0610  -0.613
H  -2.4296  -0.5040  1.5702  0.312
H  -2.7884  -0.9940  0.1762  0.298
O  -0.4320  -3.1654  0.8224  -0.668
H  -0.3563  -2.2679  1.1807  0.346
H  -1.3799  -3.2797  0.6668  0.302
O  -1.1428  3.3032  0.3505  -0.655
H  -0.2587  3.5846  0.1065  0.299
H  -1.4835  2.6646  -0.2832  0.347
O  -1.1497  2.0924  -3.1189  -0.631
H  -1.5220  1.2384  -2.8707  0.271
H  -0.2065  1.9087  -3.2418  0.384
O  -2.0297  1.3194  1.9946  -0.645
H  -1.3928  2.0571  1.8932  0.326
H  -2.3665  1.3803  2.8943  0.290

Relative stability in eV, measured from the most stable structure: version A 3.075; version B 0.000

Version A
Below is 2 unconnected molecules or ions with the total composition C4H12, with properties calculated with the ωB97M-V functional and the def2-TZVPD basis.

Values from the calculation:
Spin multiplicity   2
E_LUMO (spin up / spin down)   4.24 / 4.48 eV
HOMO level (spin up / spin down)   1.50 / -7.33 eV
Total charge   -1

Each line ends with the Mulliken charge.
Positions of all 16 atoms, in Å:
C  -0.9293  0.8677  2.6782  -1.511
C  -0.1294  -0.0886  1.7773  -1.771
H  -0.3265  1.8740  2.6508  0.330
H  -1.8063  1.2153  2.1640  0.805
H  -0.7552  0.4887  3.6969  0.633
H  -0.6617  -1.0433  1.8481  0.731
H  0.8796  -0.3618  2.0690  0.493
H  -0.0428  0.1884  0.7301  -0.362
C  1.1725  -0.4241  -1.8987  -1.034
C  -0.2187  -0.2770  -2.5768  -1.796
H  0.8615  -0.8760  -0.9351  -0.330
H  1.7409  -1.1594  -2.4881  0.654
H  1.7820  0.4379  -1.5943  0.679
H  -0.6950  -1.2647  -2.3655  0.548
H  -0.6780  0.5866  -2.0734  0.420
H  -0.1934  -0.1636  -3.6826  0.510

Version B
Below is 2 unconnected molecules or ions with the total composition C4H12, with properties calculated with the ωB97M-V functional and the def2-TZVPD basis.

Values from the calculation:
Spin multiplicity   2
E_LUMO (spin up / spin down)   4.42 / 4.62 eV
HOMO level (spin up / spin down)   1.58 / -7.57 eV
Total charge   -1

Each line ends with the Mulliken charge.
Positions of all 16 atoms, in Å:
C  2.1093  -0.3758  0.7346  -1.475
C  1.2811  0.3801  1.7422  -1.746
H  2.6357  -1.2883  1.0030  0.642
H  1.5226  -0.6330  -0.1606  0.042
H  2.8320  0.2764  0.2172  0.503
H  0.2381  0.0531  1.7335  0.431
H  1.0374  1.4235  1.5092  0.586
H  1.7459  0.4843  2.7234  0.646
C  -1.4802  -0.3118  -1.8746  -2.252
C  -1.8455  0.2549  -0.4839  -1.536
H  -2.1984  0.0728  -2.6070  0.629
H  -0.4672  -0.1021  -2.2107  0.710
H  -1.6151  -1.3975  -1.8903  0.426
H  -1.1059  0.9542  -0.0972  -0.153
H  -1.9062  -0.6016  0.1938  0.617
H  -2.7835  0.8108  -0.5324  0.930

Version C
Below is 2 unconnected molecules or ions with the total composition C4H12, with properties calculated with the ωB97M-V functional and the def2-TZVPD basis.

Values from the calculation:
Spin multiplicity   2
E_LUMO (spin up / spin down)   4.34 / 4.37 eV
HOMO level (spin up / spin down)   1.53 / -6.89 eV
Total charge   -1

Each line ends with the Mulliken charge.
Positions of all 16 atoms, in Å:
C  -0.4798  -2.4125  1.5767  -1.424
C  -0.8876  -1.6903  0.2765  -0.839
H  -0.1035  -1.7850  2.2883  0.680
H  -1.4130  -2.7347  1.9042  0.332
H  0.1145  -3.2964  1.4293  0.429
H  -1.8155  -2.1725  -0.0743  0.298
H  -0.3337  -1.6432  -0.6988  0.568
H  -1.0680  -0.6235  0.2791  -0.299
C  1.0595  1.4614  -1.1640  -2.202
C  0.3422  2.5441  -0.5298  -2.058
H  1.7520  1.8574  -2.0136  0.511
H  1.9904  1.0511  -0.6278  0.840
H  0.4324  0.6919  -1.5502  0.592
H  -0.6123  2.3612  0.2051  0.738
H  -0.0331  3.2690  -1.3370  0.321
H  1.0555  3.1221  0.0362  0.513

Relative stability in eV, measured from the most stable structure: version A 0.374; version B 0.000; version C 0.945

Version A
Below is 2 unconnected molecules or ions with the total composition C4H12, with properties calculated with the ωB97M-V functional and the def2-TZVPD basis.

Values from the calculation:
Spin multiplicity   2
E_LUMO (spin up / spin down)   4.34 / 4.44 eV
HOMO level (spin up / spin down)   1.52 / -7.86 eV
Total charge   -1

Each line ends with the Mulliken charge.
Positions of all 16 atoms, in Å:
C  -3.0719  0.3105  0.7885  -1.470
C  -1.8036  1.0249  1.3001  -1.110
H  -3.7419  0.9781  0.2508  0.341
H  -2.7901  -0.4784  0.1022  0.572
H  -3.6145  -0.1181  1.6267  0.419
H  -1.8563  1.3224  2.3458  0.400
H  -1.5568  1.9407  0.7422  0.604
H  -0.9271  0.3857  1.1526  -0.123
C  2.7290  -0.2647  -1.6209  -1.600
C  2.1284  -1.0444  -0.4543  -2.225
H  2.2863  0.7283  -1.7160  0.645
H  3.8026  -0.1237  -1.4715  0.423
H  2.5841  -0.8061  -2.5574  0.463
H  2.3282  -2.1107  -0.5943  0.530
H  1.0337  -1.0381  -0.4122  0.209
H  2.4700  -0.7065  0.5175  0.920

Version B
Below is 2 unconnected molecules or ions with the total composition C4H12, with properties calculated with the ωB97M-V functional and the def2-TZVPD basis.

Values from the calculation:
Spin multiplicity   2
E_LUMO (spin up / spin down)   4.30 / 4.48 eV
HOMO level (spin up / spin down)   1.56 / -7.61 eV
Total charge   -1

Each line ends with the Mulliken charge.
Positions of all 16 atoms, in Å:
C  -0.3521  -1.5064  -0.8975  0.226
C  -0.0203  -1.7070  -2.3844  -1.731
H  -0.0347  -0.5583  -0.4776  -1.269
H  -1.3936  -1.6233  -0.5970  0.741
H  0.1376  -2.3317  -0.3623  0.637
H  0.9962  -2.0849  -2.4722  0.414
H  -0.1379  -0.7808  -2.9488  0.650
H  -0.7093  -2.4654  -2.7702  0.373
C  0.1981  1.3503  2.3619  -1.771
C  0.1695  1.9075  0.9294  -2.342
H  -0.6863  0.7801  2.6683  0.541
H  0.8711  0.4823  2.4738  0.606
H  0.4861  2.1088  3.0872  0.407
H  -0.8076  1.7797  0.4639  0.348
H  0.9226  1.3738  0.3502  -0.137
H  0.4862  2.9440  0.9538  1.307

Relative stability in eV, measured from the most stable structure: version A 0.000; version B 0.288

Version A
Below is 2 unconnected molecules or ions with the total composition C4H12, with properties calculated with the ωB97M-V functional and the def2-TZVPD basis.

Values from the calculation:
Spin multiplicity   2
E_LUMO (spin up / spin down)   4.33 / 4.48 eV
HOMO level (spin up / spin down)   1.56 / -7.82 eV
Total charge   -1

Each line ends with the Mulliken charge.
Positions of all 16 atoms, in Å:
C  0.2789  1.0734  1.2656  -1.232
C  -0.4679  1.5878  2.5011  -1.448
H  -0.1633  0.1849  0.8140  -0.656
H  0.4490  1.8337  0.5039  0.994
H  1.2829  0.7466  1.5511  0.324
H  -0.1097  2.6087  2.6508  0.445
H  -0.1756  0.9998  3.3575  0.468
H  -1.5497  1.6452  2.4532  0.707
C  0.8060  -1.1974  -2.0960  -1.204
C  -0.6800  -1.4337  -1.7450  -2.350
H  1.0399  -0.2174  -1.6755  0.305
H  1.4473  -1.8958  -1.5818  0.430
H  0.9259  -1.3101  -3.1735  0.458
H  -0.7527  -1.3900  -0.6549  0.606
H  -1.4071  -0.7612  -2.1946  0.607
H  -0.9237  -2.4745  -1.9760  0.546

Version B
Below is 2 unconnected molecules or ions with the total composition C4H12, with properties calculated with the ωB97M-V functional and the def2-TZVPD basis.

Values from the calculation:
Spin multiplicity   2
E_LUMO (spin up / spin down)   4.40 / 4.60 eV
HOMO level (spin up / spin down)   1.56 / -7.97 eV
Total charge   -1

Each line ends with the Mulliken charge.
Positions of all 16 atoms, in Å:
C  1.5379  1.9801  -1.0047  -2.396
C  1.8940  0.6302  -0.3598  -1.565
H  2.1306  2.2045  -1.8607  0.678
H  0.4820  2.0210  -1.2920  0.583
H  1.6146  2.7996  -0.2786  0.745
H  1.6231  -0.1561  -1.0620  0.479
H  1.2259  0.5855  0.5024  0.092
H  2.9367  0.5520  -0.0618  0.910
C  -1.9755  -1.0532  1.3357  -1.876
C  -1.3879  -1.6037  0.0382  -1.744
H  -2.8377  -0.4268  1.1023  0.581
H  -2.3197  -1.8186  2.0338  0.407
H  -1.2215  -0.4920  1.8951  0.595
H  -1.8648  -2.5316  -0.2856  0.766
H  -1.5123  -0.8331  -0.7294  0.499
H  -0.3254  -1.8579  0.0272  0.248

Relative stability in eV, measured from the most stable structure: version A 0.055; version B 0.000